{
  "formula": "C3H11NS",
  "method": "wB97M-V/def2-TZVPD",
  "elements": ["C", "S", "C", "H", "H", "H", "H", "H", "H", "C", "N", "H", "H", "H", "H", "H"],
  "xyz": [[-1.3710, 2.7684, 0.8682], [-2.8131, 3.1308, -0.2385], [-1.8777, 4.0770, -1.4202], [-0.6119, 2.0327, 0.4534], [-0.7460, 3.7489, 1.0845], [-1.7555, 2.2722, 1.7602], [-2.7348, 4.5758, -1.8552], [-1.2588, 3.5249, -2.1284], [-1.2375, 4.8342, -0.9856], [2.4802, -4.0368, 0.1484], [1.6615, -5.0016, 0.8274], [2.7243, -4.4811, -0.8044], [2.1111, -3.0663, -0.1810], [3.3357, -3.7677, 0.7050], [1.1675, -5.7101, 0.3067], [0.9261, -4.9013, 1.4593]],
  "nbo_charge": [-0.749, 0.202, -0.755, 0.212, 0.214, 0.224, 0.226, 0.214, 0.211, -0.403, -0.868, 0.198, 0.167, 0.184, 0.356, 0.366],
  "spin_multiplicity": 1,
  "orbital_gap_ha": 0.353,
  "smiles": "CSC.CN",
  "total_charge": 0,
  "relative_energy_kj_mol": 147.12
}

---

{
  "formula": "C3H11NS",
  "method": "wB97M-V/def2-TZVPD",
  "elements": ["C", "S", "H", "H", "H", "C", "C", "N", "H", "H", "H", "H", "H", "H", "H", "H"],
  "xyz": [[-2.0953, -0.8881, 1.0549], [-2.5440, -0.1257, -0.5868], [-1.5005, -1.8768, 0.8349], [-2.9790, -1.2953, 1.6747], [-1.3722, -0.2646, 1.5964], [1.3842, 1.5317, -0.1250], [1.5996, 0.0284, -0.0544], [0.4159, -0.5878, -0.6590], [2.2573, 2.1042, 0.2306], [0.4716, 1.8603, 0.5454], [1.1164, 1.8535, -1.1406], [1.6523, -0.1855, 1.1069], [2.4885, -0.5973, -0.4358], [0.3805, -0.2605, -1.6348], [0.5254, -1.6034, -0.6693], [-1.8007, 0.3068, -1.7381]],
  "nbo_charge": [-0.759, 0.567, 0.296, 0.309, 0.295, -0.620, -0.240, -0.868, 0.247, 0.204, 0.201, 0.194, 0.215, 0.354, 0.373, 0.233],
  "spin_multiplicity": 2,
  "s_squared": 0.75,
  "orbital_gap_ha": [0.298, 0.174],
  "total_charge": 1,
  "relative_energy_kj_mol": 319.03
}

---

{
  "formula": "C3H11NSi",
  "method": "wB97M-V/def2-TZVPD",
  "elements": ["C", "C", "C", "N", "Si", "H", "H", "H", "H", "H", "H", "H", "H", "H", "H", "H"],
  "xyz": [[1.1949, -1.3087, -0.0333], [0.8659, 0.0811, -0.6306], [1.2054, 1.1280, 0.4345], [-0.8984, 0.3941, -0.8308], [-2.1626, 0.0750, 0.3018], [2.2671, -1.2872, -0.0806], [0.9110, -1.4282, 0.9547], [0.6298, -2.1428, -0.6702], [1.3901, 0.2559, -1.6078], [0.2180, 1.3149, 0.8482], [1.5290, 2.0172, -0.0676], [1.8199, 0.8148, 1.3125], [-1.2728, 0.2105, -1.7542], [-3.2258, 0.5305, -0.4547], [-1.9221, 0.6377, 1.7197], [-2.5493, -1.2928, 0.5584]],
  "nbo_charge": [-0.629, 0.043, -0.656, -1.137, 1.100, 0.218, 0.207, 0.215, 0.205, 0.235, 0.218, 0.212, 0.383, -0.200, -0.185, -0.228],
  "spin_multiplicity": 1,
  "orbital_gap_ha": 0.374,
  "smiles": "CC(C)N[SiH3]",
  "total_charge": 0,
  "relative_energy_kj_mol": 187.44
}

---

{
  "formula": "C3H11O2S",
  "method": "wB97M-V/def2-TZVPD",
  "elements": ["C", "C", "C", "S", "H", "H", "H", "H", "H", "H", "H", "H", "H", "O", "H", "H", "O"],
  "xyz": [[-0.5261, -0.7806, -2.2140], [0.7272, -1.2546, -1.4565], [0.9731, -0.5854, -0.0972], [0.6963, 1.2643, -0.0901], [-1.0681, -0.3407, -1.3652], [-1.2247, -1.5358, -2.6040], [-0.3819, -0.0896, -3.0383], [0.6001, -2.3266, -1.2586], [1.6338, -1.2327, -2.0822], [1.9117, -0.8221, 0.4073], [0.2369, -1.0312, 0.5842], [-2.5455, 0.4688, 0.2504], [-1.4285, 0.6874, 1.2194], [-2.3970, 0.6235, 1.2049], [0.8225, 2.1158, 2.8167], [0.6621, 2.2793, 4.1836], [1.3080, 2.5603, 3.5396]],
  "nbo_charge": [-0.620, -0.411, -0.510, -0.746, 0.220, 0.178, 0.206, 0.175, 0.182, 0.193, 0.163, 0.464, 0.497, -0.982, 0.492, 0.443, -0.945],
  "spin_multiplicity": 1,
  "orbital_gap_ha": 0.248,
  "total_charge": -1,
  "relative_energy_kj_mol": 80.18
}

---

{
  "formula": "C3H11O2S",
  "method": "wB97M-V/def2-TZVPD",
  "elements": ["C", "C", "C", "S", "H", "H", "H", "H", "H", "H", "H", "H", "H", "O", "H", "H", "O"],
  "xyz": [[-2.9406, 0.0489, 0.1398], [-1.6607, 0.6604, -0.4378], [-0.6258, -0.4560, -0.8146], [0.2344, -1.1830, 0.6404], [-3.7515, 0.0815, -0.5973], [-3.2524, 0.3639, 1.1353], [-2.7952, -1.0373, 0.2390], [-2.0420, 1.1469, -1.3487], [-1.2086, 1.4683, 0.1301], [0.1943, 0.0415, -1.3300], [-1.2841, -1.0542, -1.4582], [0.6439, 1.4567, 0.5288], [2.0396, 1.5005, -0.0384], [1.3264, 2.0807, 0.2491], [1.9996, -0.3098, 0.1110], [2.6606, -0.8177, -1.0390], [2.9135, -0.2132, -0.3424]],
  "nbo_charge": [-0.624, -0.406, -0.524, -0.651, 0.182, 0.204, 0.215, 0.172, 0.193, 0.193, 0.173, 0.478, 0.489, -0.991, 0.469, 0.461, -1.031],
  "spin_multiplicity": 1,
  "orbital_gap_ha": 0.268,
  "total_charge": -1,
  "relative_energy_kj_mol": 57.42
}

---

{
  "formula": "C3H12",
  "method": "wB97M-V/def2-TZVPD",
  "elements": ["C", "H", "H", "H", "H", "C", "H", "H", "H", "H", "C", "H", "H", "H", "H"],
  "xyz": [[0.6480, 3.7728, 2.5803], [0.9694, 2.9778, 3.2540], [1.1376, 3.5459, 1.6354], [-0.4128, 3.6382, 2.4038], [0.8587, 4.7892, 2.9109], [2.1345, -3.1028, -2.3613], [1.1760, -2.6040, -2.4569], [2.7580, -2.5105, -1.7028], [1.9773, -4.0818, -1.9100], [2.6327, -3.2760, -3.3158], [-2.7891, -0.6141, -0.2360], [-3.7107, -0.1589, 0.1245], [-2.8783, -1.3423, -1.0383], [-2.0796, 0.1520, -0.5057], [-2.4216, -1.1854, 0.6178]],
  "nbo_charge": [-0.851, 0.213, 0.211, 0.211, 0.216, -0.848, 0.213, 0.212, 0.211, 0.213, -0.852, 0.215, 0.214, 0.212, 0.211],
  "spin_multiplicity": 1,
  "orbital_gap_ha": 0.509,
  "smiles": "C.C.C",
  "total_charge": 0,
  "relative_energy_kj_mol": 0.00
}

---

{
  "formula": "C3H12AlO7P",
  "method": "wB97M-V/def2-TZVPD",
  "elements": ["Al", "P", "O", "O", "O", "O", "C", "O", "H", "H", "H", "H", "C", "O", "H", "H", "H", "H", "C", "O", "H", "H", "H", "H"],
  "xyz": [[21.6872, -4.3987, 16.7894], [23.7996, -6.4887, 15.5998], [22.3063, -6.8952, 15.5949], [23.6197, -5.1148, 14.9257], [24.7247, -7.3865, 14.8941], [24.0259, -6.2622, 17.0851], [22.3620, -0.9200, 18.1842], [22.4688, -2.2790, 18.6250], [22.3809, -0.9024, 17.0974], [21.4328, -0.4531, 18.5197], [23.2182, -0.3441, 18.5446], [22.6159, -2.2485, 19.5754], [21.3470, -3.8882, 12.8487], [20.9721, -4.7998, 13.9005], [21.9171, -3.0304, 13.2275], [22.0543, -4.3737, 12.1660], [20.4581, -3.5829, 12.3093], [21.7716, -5.3217, 14.0554], [25.0241, -1.8743, 16.0580], [23.7960, -2.5357, 15.7526], [24.8348, -1.0455, 16.7280], [25.6579, -2.5847, 16.6110], [25.5924, -1.6185, 15.1637], [24.0034, -3.3822, 15.3213]],
  "nbo_charge": [0.889, 2.417, -0.705, -0.980, -0.883, -0.778, -0.260, -0.744, 0.201, 0.171, 0.171, 0.478, -0.258, -0.750, 0.170, 0.178, 0.186, 0.493, -0.249, -0.776, 0.177, 0.170, 0.175, 0.508],
  "spin_multiplicity": 1,
  "orbital_gap_ha": 0.186,
  "total_charge": 0,
  "relative_energy_kj_mol": 11.67
}

---

{
  "formula": "C3H12ClN6NiO3",
  "method": "wB97M-V/def2-TZVPD",
  "elements": ["Ni", "Cl", "C", "O", "N", "N", "H", "H", "H", "H", "C", "O", "N", "N", "H", "H", "H", "H", "C", "O", "N", "N", "H", "H", "H", "H"],
  "xyz": [[1.8045, -0.5011, 4.2094], [0.1493, -0.4351, 2.6584], [0.6635, 2.8622, -0.5128], [1.2422, 2.1473, -1.3165], [0.9790, 4.1753, -0.3148], [-0.2828, 2.3498, 0.3361], [1.8746, 4.5090, -0.6162], [0.5006, 4.6929, 0.3989], [-0.7101, 2.9886, 0.9851], [-0.4605, 1.3857, 0.5400], [2.0787, -2.1880, -0.5448], [2.8698, -2.9293, -1.2266], [1.0941, -2.7418, 0.1617], [2.1278, -0.8342, -0.5702], [0.5127, -2.0472, 0.6017], [0.9158, -3.7081, -0.0616], [2.9157, -0.4251, -1.0610], [1.2348, -0.3535, -0.7348], [-1.9515, -1.1230, -0.5338], [-0.7677, -1.0817, -0.8803], [-2.9590, -1.5844, -1.3250], [-2.3258, -0.6475, 0.6974], [-2.8245, -1.6005, -2.3196], [-3.8947, -1.5736, -0.9626], [-1.5423, -0.5487, 1.3136], [-3.2444, -0.7877, 1.0783]],
  "nbo_charge": [0.871, -0.834, 0.783, -0.693, -0.836, -0.843, 0.414, 0.386, 0.377, 0.413, 0.704, -0.128, -0.736, -0.694, 0.464, 0.433, 0.431, 0.485, 0.793, -0.747, -0.822, -0.844, 0.418, 0.396, 0.408, 0.399],
  "spin_multiplicity": 3,
  "s_squared": 2.01,
  "orbital_gap_ha": [0.295, 0.175],
  "total_charge": 1,
  "relative_energy_kj_mol": 260.56
}

---

{
  "formula": "C3H12IN2Si",
  "method": "wB97M-V/def2-TZVPD",
  "elements": ["C", "N", "C", "Si", "C", "N", "I", "H", "H", "H", "H", "H", "H", "H", "H", "H", "H", "H", "H"],
  "xyz": [[-2.7189, 0.0731, 0.9421], [-1.2055, 0.0265, 0.8876], [-0.6518, -0.1931, -0.4373], [1.4023, -0.1586, -0.2115], [2.0832, -0.4161, -1.9113], [1.6455, 1.1779, 0.8230], [1.9510, -2.0103, 1.3306], [-3.1292, -0.8017, 0.4986], [-3.3111, 0.2709, 1.9172], [-2.9009, 0.8972, 0.3346], [-0.8675, 0.8541, 1.3016], [-0.7587, -0.8419, 1.3357], [-0.9474, 0.6544, -1.0921], [-1.0017, -1.1541, -1.0620], [3.1377, -0.0338, -2.0466], [2.2078, -1.5059, -2.0923], [1.4050, -0.0429, -2.6225], [1.0393, 1.8137, 1.1319], [2.6209, 1.3905, 0.9727]],
  "nbo_charge": [-0.423, -0.523, -0.674, 1.554, -1.169, -1.308, -0.208, 0.236, 0.262, 0.216, 0.426, 0.463, 0.236, 0.278, 0.284, 0.281, 0.257, 0.389, 0.424],
  "spin_multiplicity": 1,
  "orbital_gap_ha": 0.358,
  "smiles": "C[NH2+]C[Si@@](C)(N)I",
  "total_charge": 1
}

---

{
  "formula": "C3H12InO3",
  "method": "wB97M-V/def2-TZVPD",
  "elements": ["In", "C", "O", "H", "H", "H", "H", "C", "O", "H", "H", "H", "H", "C", "O", "H", "H", "H", "H"],
  "xyz": [[0.3259, -0.2451, -0.9710], [-3.3754, 0.7012, -0.1860], [-2.5203, 0.0592, -1.1328], [-4.0562, 1.4140, -0.6994], [-4.0068, -0.0100, 0.3646], [-2.7239, 1.2403, 0.4984], [-3.1245, -0.4955, -1.6784], [2.6436, 2.8219, -0.5158], [2.2155, 1.8514, -1.4655], [3.0269, 2.3591, 0.3910], [3.4779, 3.3360, -1.0430], [1.8662, 3.5575, -0.2484], [2.1762, 2.3215, -2.3301], [0.4646, -3.4761, 1.5317], [1.0290, -2.3221, 0.8859], [0.3680, -3.3070, 2.6042], [-0.5352, -3.6398, 1.1189], [1.1638, -4.3145, 1.3336], [1.5847, -1.8522, 1.5421]],
  "nbo_charge": [1.542, -0.274, -0.603, 0.313, 0.259, 0.212, 0.546, -0.277, -0.570, 0.235, 0.310, 0.267, 0.549, -0.267, -0.581, 0.241, 0.252, 0.315, 0.531],
  "spin_multiplicity": 1,
  "orbital_gap_ha": 0.127,
  "total_charge": 3,
  "relative_energy_kj_mol": 0.00
}

---

> Which formula does entry 2 have?

C3H11NS